Record 1
This record from the OMol25 dataset describes a structure of composition H33O16 in a non-equilibrium geometry. The level of theory is the ωB97M-V functional and the def2-TZVPD basis.

- total energy (Eh) = -1222.8858
- total charge = +2
- 2S+1 = 2
- energy relative to the best compared isomer or geometry (same formula, charge and spin) (eV) = 0.000

Each line ends with the Löwdin charge.
Element x y z (Å)
H  -2.96807  2.44544  1.32207  0.019
O  -3.11426  -1.91822  0.73936  -0.051
H  -0.31039  -3.12321  1.87477  0.070
H  0.87305  0.87426  4.33311  0.060
O  -1.04710  -5.06398  -2.28805  0.241
O  0.87459  2.26602  0.83883  -0.032
O  -0.62096  -0.09226  1.38100  -0.077
H  3.45834  1.67543  -1.25184  0.094
H  -1.75851  -3.00231  1.15233  0.015
H  1.23251  2.01644  3.26706  0.047
H  0.16462  2.91139  0.67771  0.061
O  0.87568  1.13917  3.41075  -0.045
H  -1.96780  0.67865  -4.15405  0.055
H  2.79369  0.58273  0.12906  0.065
O  2.66159  1.48578  -2.45565  -0.011
O  -4.09534  0.79561  2.38463  -0.046
H  -3.95493  -1.49400  0.95702  0.066
H  0.00218  0.65616  1.29738  -0.015
H  1.73184  1.23905  -2.23870  0.058
H  -1.48586  -4.33020  -1.81351  0.091
H  4.29145  -2.40592  1.74932  0.099
O  -2.25398  2.75567  0.75655  -0.029
H  4.19412  -1.80872  3.07393  0.099
O  -0.63528  -2.13048  -1.25368  0.142
H  2.74055  -0.91322  1.51113  0.082
H  -0.52009  -0.26005  2.33338  0.047
O  3.61204  1.45025  -0.19432  0.000
H  -1.55223  4.96921  -0.36828  0.021
H  1.74072  -0.90845  0.32832  0.099
H  -1.58902  -5.71105  -2.80745  0.158
O  0.81976  -0.30324  -2.59947  -0.043
H  -2.39276  -0.51160  -4.92641  0.058
H  -1.74055  1.99461  0.48670  0.005
H  1.56843  2.31685  0.17045  0.037
O  -1.03462  4.98881  -1.17953  -0.063
H  -3.45653  1.39189  2.80408  0.040
O  -0.88880  -3.44800  1.17566  -0.032
H  0.13311  -2.50591  -1.73471  0.104
H  -3.86847  0.09536  3.01413  0.054
H  -1.64535  4.74910  -1.88743  0.038
H  -2.54586  -1.12410  0.69145  0.027
H  4.54103  1.18767  -0.30768  0.127
O  3.60656  -2.00668  2.32286  -0.022
O  2.53281  -0.44922  0.64115  0.073
H  2.75209  2.27268  -3.00701  0.110
H  0.64087  -0.24919  -3.54496  0.070
O  -1.77846  -0.27142  -4.21846  -0.058
H  -0.04161  -0.21511  -2.15845  0.047
H  -0.57480  -2.69166  -0.43452  0.046



Record 2
This record from the OMol25 dataset describes a cluster of 17 separate species, H34O17 in total in a non-equilibrium geometry. The level of theory is the ωB97M-V functional and the def2-TZVPD basis.

- total energy (Eh) = -1299.4344
- total charge = -1
- 2S+1 = 2
- energy relative to the best compared isomer or geometry (same formula, charge and spin) (eV) = 0.962

Each line ends with the Löwdin charge.
Element x y z (Å)
H  1.83104  0.94062  1.11078  -0.003
O  1.07081  -3.56233  2.77156  -0.076
O  1.66441  1.84857  0.83650  -0.088
O  2.75188  3.52439  2.77092  -0.095
H  -2.69282  -3.24375  0.67727  0.046
H  1.23420  -0.11002  3.47072  0.055
H  1.03575  0.36506  -1.22041  0.015
H  1.27678  1.89173  -0.05200  -0.001
O  -3.43325  0.86146  -0.17182  -0.119
H  4.51185  -0.20538  -1.86607  0.009
H  4.12277  4.31635  0.33042  0.020
H  0.64841  -4.28543  2.30960  0.002
H  -2.32311  1.30477  -2.96677  0.033
H  0.96459  -1.60497  -0.33074  0.034
H  -2.26863  -1.76320  0.77706  0.032
H  2.52321  -0.95279  2.99014  0.041
H  -4.08177  -0.36339  -4.43971  0.012
H  2.41497  -4.68150  -0.54123  0.027
H  -3.92768  -1.29361  2.06387  -0.006
H  -2.68053  0.95112  -0.81454  -0.031
H  -1.42318  3.15897  -0.19408  0.014
H  3.50401  2.94194  2.89268  0.016
O  -4.09863  -0.54474  2.63185  -0.076
O  3.30932  4.65090  -0.04503  -0.076
O  -3.22214  -0.76121  -4.31836  -0.084
H  -0.92795  1.32026  -2.14225  -0.008
O  1.18895  1.19110  -1.69960  -0.105
O  -1.88303  -4.67991  2.84171  -0.093
H  -3.65789  0.24874  2.32643  0.008
O  -1.82230  0.96397  -2.22765  -0.080
H  -3.23966  -1.12993  -3.42980  0.020
H  0.99360  0.94251  -2.61570  0.048
H  -0.73056  2.46423  -4.70547  0.022
H  -0.19985  2.77042  -3.27431  -0.015
O  0.61578  -1.05219  0.38621  -0.084
H  -1.69228  -4.72179  3.77504  0.023
H  1.38673  -2.84076  2.23464  -0.022
H  2.20493  3.10619  2.08064  -0.019
H  2.98891  0.30194  -1.78020  -0.020
H  2.71486  3.89794  -0.09147  -0.004
O  1.91308  -0.23983  2.81969  -0.047
H  -3.80440  1.73562  -0.35879  0.017
O  1.65265  -4.72598  0.04293  -0.085
H  -1.52819  4.48041  -0.81794  0.037
H  1.53521  -5.65857  0.25060  0.029
H  1.31431  -1.08455  1.06011  -0.013
O  0.05863  2.64875  -4.19302  -0.071
O  3.60131  -0.43789  -1.74627  -0.091
H  -1.67198  -3.79003  2.50177  -0.009
O  -1.61034  3.54618  -1.04469  -0.078
O  -2.11279  -2.64039  1.13472  -0.061



Record 3
This record from the OMol25 dataset describes a cluster of 18 separate species, H35O18 in total in a non-equilibrium geometry. The level of theory is the ωB97M-V functional and the def2-TZVPD basis.

- total energy (Eh) = -1375.0996
- total charge = -1
- 2S+1 = 1
- energy relative to the best compared isomer or geometry (same formula, charge and spin) (eV) = 7.530

Each line ends with the Löwdin charge.
Element x y z (Å)
O  -0.49923  -0.35249  -0.65484  -0.183
O  6.44769  0.00557  -0.05713  -0.120
O  -2.73120  4.72811  0.49173  -0.038
H  -0.77419  -3.77271  -1.30248  0.109
O  -3.37274  -0.25641  1.31320  -0.018
H  1.84764  -3.38851  -0.98884  0.164
H  -1.26131  2.26651  -2.82972  -0.003
H  2.32756  2.85140  0.92296  -0.035
H  -1.25836  -1.79565  -3.11211  -0.041
H  -1.68713  1.53822  0.09035  0.154
H  -4.56286  -0.51212  -0.72608  0.001
H  -4.36485  -1.26330  2.53371  -0.131
O  -1.20187  -3.06847  -0.71198  -0.094
H  -3.16313  1.83082  -0.26768  -0.017
H  -3.87498  -1.68552  3.78457  0.053
O  4.00713  -2.35765  0.52022  -0.095
O  2.37189  -0.59975  1.88547  -0.017
O  2.80761  3.60400  0.83855  -0.017
H  1.66660  -0.41715  2.26113  -0.150
H  -3.35051  0.66216  1.10106  -0.011
H  2.33327  -1.73853  -1.30074  0.145
O  -4.99474  -0.48008  -1.57892  -0.037
O  -2.61662  2.11242  0.38522  -0.086
H  -0.57829  0.34732  1.87224  0.028
H  0.07229  2.53151  -1.51228  0.060
H  0.64993  -3.08793  0.86917  0.051
H  -2.94028  -0.06702  2.10144  -0.003
H  -0.09265  0.72861  3.27746  0.076
H  2.18937  -1.51275  1.42800  0.035
H  3.03967  0.18441  -1.64303  0.074
O  0.68764  -2.14616  0.99647  -0.081
O  1.45373  -2.42111  -1.37467  -0.197
H  -2.94142  3.88948  0.80985  -0.043
H  -1.30484  -0.81257  -0.38187  0.008
H  4.91672  -2.73401  0.78633  0.099
H  -4.41801  -0.76899  -2.26555  0.011
O  3.79688  0.92455  -1.72340  -0.207
H  0.72064  -1.70700  0.14304  -0.021
H  -2.24623  4.91687  -0.28190  0.011
O  -4.65669  -1.69280  3.21201  0.010
O  -1.88694  -2.37190  -2.86748  -0.059
H  6.00241  0.37483  0.66033  -0.035
H  -2.12618  -2.26035  -1.89026  0.043
O  -0.62619  0.03096  2.80336  -0.070
H  -0.57101  0.73780  -1.10007  0.094
O  1.21092  2.84201  -1.78624  -0.302
H  3.42125  -2.24802  1.28460  -0.001
H  3.25046  1.90298  -1.53830  0.122
H  1.32959  3.68550  -1.21039  0.018
H  -0.47278  -2.47535  -0.83331  -0.048
H  3.54168  3.47684  0.22710  0.040
O  -1.04511  1.80455  -2.01603  -0.344
H  5.52778  0.01687  -0.64429  0.097



Record 4
This record from the OMol25 dataset describes a cluster of 18 separate species, H36O18 in total in a non-equilibrium geometry. The level of theory is the ωB97M-V functional and the def2-TZVPD basis.

- total energy (Eh) = -1375.6828
- 2S+1 = 1
- energy relative to the best compared isomer or geometry (same formula, charge and spin) (eV) = 8.275

Each line ends with the Löwdin charge.
Element x y z (Å)
H  2.56850  3.70648  -0.35579  0.005
H  1.51000  -1.63328  2.44211  0.085
H  0.37525  -2.92020  -0.72170  -0.037
H  1.92945  -3.22793  -2.62418  0.039
H  0.56107  1.64667  2.50525  -0.010
O  1.45516  -3.32258  -3.46652  -0.059
H  -2.01342  4.92721  -0.53032  -0.017
O  -2.07853  -0.57207  2.35920  0.087
O  -3.23354  1.80319  -1.98026  0.016
H  -3.44301  2.68683  -2.29201  0.062
O  -0.27495  -2.36064  -0.49999  0.086
H  0.40896  -4.64316  -3.99299  -0.081
O  5.20291  2.03165  1.73587  -0.014
H  1.54392  4.88081  -0.72680  0.030
H  -2.99951  -2.95197  1.30989  0.042
O  0.09630  -6.17228  -0.26580  -0.116
O  1.43329  1.34267  2.72343  -0.005
H  -0.92367  3.74349  3.06982  0.056
H  5.07148  -2.58365  -0.71038  0.030
O  2.31402  4.60910  -0.24052  -0.021
H  4.84074  1.30466  2.25933  0.044
H  -0.51125  0.00090  -0.47273  0.075
H  -2.18824  4.52081  2.44321  -0.072
H  -2.58407  3.83431  0.17463  0.041
O  1.36842  -2.56522  2.01865  -0.105
O  -5.09366  0.03326  0.37046  -0.013
H  -2.44687  1.45041  -2.22361  -0.037
H  -0.72267  2.14586  0.58455  0.018
H  -0.30476  -5.37091  -2.82256  -0.016
O  4.58478  -2.08212  -1.34026  -0.007
H  5.08364  1.50429  1.01322  -0.029
H  -0.84518  -5.75997  -0.44472  0.096
H  -0.77414  -2.19700  -1.18150  -0.030
O  -0.54346  0.91653  -0.84936  -0.011
H  -1.33233  1.35119  -0.86437  -0.052
H  1.42510  -2.39129  -3.82939  0.101
O  -0.72444  2.82864  1.30193  -0.119
H  0.54329  -5.32356  0.04624  0.045
O  -3.92341  -2.78113  1.60813  -0.083
O  -1.77485  4.27688  3.20204  -0.057
H  -4.94109  0.90825  0.14320  -0.014
H  1.49526  -2.46388  1.05233  0.005
H  -5.25344  -0.03623  1.31502  0.044
H  -2.88267  -0.53888  2.78181  0.010
H  1.93990  1.95575  3.14372  -0.015
H  0.14354  3.32791  1.01269  0.117
H  -1.44250  -0.25582  2.78937  -0.087
H  3.08111  0.89235  -2.61514  0.061
H  3.41196  2.40677  -2.03587  0.036
H  3.88613  -2.60157  -1.65699  -0.023
H  -3.99239  -1.85757  1.26843  0.002
O  3.74388  1.64984  -2.59472  -0.098
O  -2.44046  4.79971  0.25707  -0.016
O  -0.32954  -4.87352  -3.59316  0.009



Record 5
This record from the OMol25 dataset describes a structure of composition H37O19 in a non-equilibrium geometry. The level of theory is the ωB97M-V functional and the def2-TZVPD basis.

- total energy (Eh) = -1451.6579
- total charge = -1
- 2S+1 = 1
- energy relative to the best compared isomer or geometry (same formula, charge and spin) (eV) = 6.659

Each line ends with the Löwdin charge.
Element x y z (Å)
H  2.83406  -1.20197  -0.74855  0.037
O  -3.80112  0.85626  -1.85982  -0.079
H  0.88942  -0.34706  -2.52840  -0.054
H  1.25711  0.37104  3.50240  0.069
H  -3.21951  1.29081  -2.47688  -0.018
H  2.81955  2.13721  -0.74689  0.075
H  -0.21085  0.28047  -1.38804  0.146
O  -5.04907  0.67289  0.77154  -0.141
H  -2.17715  -2.05442  -2.24440  0.140
O  -0.20744  -1.75165  4.77564  -0.067
H  -4.89295  1.07176  -0.16033  0.039
H  2.31351  1.29741  -2.53957  -0.033
H  -0.89348  1.24452  -2.77515  0.020
H  3.32609  0.41935  3.61063  0.021
O  -1.28955  -1.81857  0.38965  -0.102
H  -2.00476  1.97328  -3.63426  0.021
H  4.36716  -0.79075  -0.49726  -0.019
H  4.28354  1.64019  -0.74443  0.063
O  1.55177  0.33026  4.47320  -0.093
H  4.10192  0.69753  2.16230  0.000
H  0.96114  0.79949  -3.21457  0.027
H  -0.42579  3.15907  -0.80740  0.078
H  -3.16382  0.43915  -1.19920  0.067
O  -2.41317  2.99250  1.50282  -0.107
H  1.86165  -1.52905  -2.23296  -0.016
H  1.56440  -0.55020  4.80283  0.000
H  -0.89519  -1.08958  4.90833  0.027
H  -0.82332  -1.72383  1.32887  0.112
O  -0.04343  0.36644  -0.16981  -0.218
H  -0.54805  -2.35699  4.10810  0.035
H  -2.19293  3.83178  1.19392  -0.027
O  -2.41038  -0.66195  3.22002  -0.083
H  0.41609  -3.02142  -1.89558  -0.010
O  1.95848  -0.58081  -2.37859  -0.203
H  -1.54482  2.45211  1.17830  0.088
O  1.17884  -0.96494  1.46676  -0.095
O  3.67999  -1.32070  -0.19993  -0.061
H  -0.41111  -1.26167  -2.74455  -0.110
H  1.95670  -1.56960  1.26780  0.074
O  -0.37762  -0.42866  -2.65323  -0.176
O  3.71424  2.30955  -0.22017  -0.125
O  1.11913  -3.21313  -2.47020  -0.029
H  -1.90731  0.15027  3.04619  0.041
H  0.56027  -1.19149  0.74057  -0.006
H  -2.43404  -0.93356  2.22604  0.069
H  0.91476  0.42015  -0.09608  0.032
O  -1.50251  2.03784  -2.85288  -0.055
O  3.52116  0.18280  2.68550  -0.069
H  -1.76939  -2.75754  -0.94683  -0.046
H  -4.29495  1.09731  1.29670  0.036
O  1.66164  1.52367  -3.15890  -0.081
O  -1.86591  -3.04493  -1.85594  -0.125
H  1.07192  -3.93204  -3.13140  0.085
H  0.07632  2.07651  -0.08692  -0.085
H  -1.19234  -0.99996  -0.07947  -0.010
O  0.00112  2.97484  0.08044  -0.060